# C4H13NOS

A cluster of 2 separate species, C4H13NOS in total at a distorted geometry (wB97M-V/def2-TZVPD, the Open Molecules 2025 dataset).

```
20
Properties=species:S:1:pos:R:3:forces:R:3
S 2.6507 -0.3490 0.1496 0.0615 -0.1349 -0.1043
O -1.7180 -0.5637 2.8092 0.1361 -0.0662 -0.1590
N -0.4952 -0.3970 -0.4579 1.1692 0.6478 0.1403
C -2.8959 0.0943 -0.8400 0.5563 0.1151 -0.5921
C 1.6230 0.8593 -0.7666 0.4596 -0.4060 0.3426
C -1.5701 -0.3974 -1.4240 0.8490 0.2237 0.1050
C 0.2155 0.8611 -0.2257 -1.0021 0.3578 -0.8027
H -0.3637 1.6777 -0.6915 0.1600 -0.0560 -0.2270
H -3.7312 -0.0042 -1.5253 -0.3156 -0.4040 -0.0264
H -3.0626 -0.3680 0.1297 -0.3373 0.0352 -0.0498
H -2.7517 1.1719 -0.7579 -0.1718 0.0734 0.6072
H 0.1954 1.1517 0.8141 0.3159 -0.1378 0.5312
H -0.5264 -0.9150 0.3997 -0.6396 -0.5808 -0.2277
H -2.4061 -0.0298 2.3886 0.2324 0.0383 -0.0049
H 2.0940 1.8407 -0.7089 0.0170 0.0789 0.0534
H -1.5217 -1.3302 -1.9968 -0.7280 -0.1880 0.3741
H 3.3332 0.4970 0.9564 -0.1177 0.1701 -0.0114
H -1.2413 0.3482 -2.1503 -0.1079 -0.0028 -0.2480
H 1.6587 0.5147 -1.7995 -0.1828 0.1490 -0.0620
H -0.9017 -0.3805 2.3068 -0.3542 0.0872 0.3614
```
Forces are in eV/Å.

The largest force on an atom comes out at 0.026 Eh/bohr. Its LUMO energy (spin up / spin down) is 3.32 / 3.33 eV. As for the HOMO-LUMO gap (spin up / spin down): 2.2604 / 8.6454 eV. The value obtained for the HOMO energy (spin up / spin down) is 1.1 / -5.3 eV. For the calculated total energy, the calculation gives -688.3102 a.u. Its total charge is -1. As for the spin multiplicity: 2. Its expectation value of S² is 0.751.

# C4H13NOS

A cluster of 2 separate species, C4H13NOS in total (wB97M-V/def2-TZVPD, the Open Molecules 2025 dataset).

```
20
Properties=species:S:1:pos:R:3:forces:R:3
S 2.8583 -1.2575 -2.4314 -0.1896 0.0254 0.0779
O -5.4517 -0.0544 4.3819 0.1241 0.0034 0.5555
N 0.3919 0.2742 1.1614 0.0113 -0.1889 -0.0324
C -0.8891 -0.2975 -0.8419 0.0830 -0.6737 0.0504
C 1.3599 0.7739 -1.1193 0.4784 -0.7597 -0.3001
C 0.4959 -0.1560 -0.2307 -0.1453 0.6410 -0.2058
C 2.7667 0.2358 -1.4005 0.1034 0.6327 0.2749
H 0.1618 1.2587 1.2165 0.0258 0.0331 0.0722
H -1.3555 0.6687 -0.9004 -0.3062 0.5655 -0.1408
H -5.1778 -0.7626 4.9855 -0.1427 0.2419 -0.4330
H -0.8220 -0.7188 -1.8453 0.0179 0.1305 -0.1290
H 3.2843 0.0668 -0.4523 -0.0560 -0.2555 -0.0319
H 1.5245 1.7289 -0.6527 -0.2019 0.5242 0.4470
H 0.9931 -1.1116 -0.2068 0.0564 -0.5697 -0.0153
H -1.5538 -0.9501 -0.2764 0.1734 0.0085 0.2227
H 1.5329 -1.3818 -2.5779 0.0318 -0.1020 -0.0836
H 0.8798 0.9843 -2.0716 -0.1692 -0.0605 -0.1821
H 3.3263 1.0322 -1.8914 0.0749 -0.1235 -0.1673
H -5.6019 -0.4555 3.5264 0.0200 -0.2426 -0.1226
H 1.2766 0.1224 1.6268 0.0103 0.1698 0.1434
```
Forces are in eV/Å.

The largest force on an atom comes out at 0.018 Eh/bohr. Its LUMO energy is 0.91 eV. As for the HOMO-LUMO gap: 9.9881 eV. The value obtained for the HOMO energy is -9.1 eV. For the calculated total energy, the calculation gives -688.3684 a.u.

# C4H13NOS

A cluster of 2 separate species, C4H13NOS in total at a distorted geometry (wB97M-V/def2-TZVPD, the Open Molecules 2025 dataset).

```
20
Properties=species:S:1:pos:R:3:forces:R:3
S 0.5373 -2.3985 0.1074 -0.7844 0.7795 -1.2241
O -2.6299 1.3059 2.0946 0.5727 0.0690 0.8467
N -0.7026 1.3152 -2.2878 0.5978 -0.6319 0.3604
C 1.2608 -1.9117 1.6793 0.4754 -1.5201 -0.7601
C -0.4000 -0.7836 -0.2986 2.0684 -1.8417 1.5188
C 0.7066 0.2730 -0.5548 -1.7769 1.1234 -0.7149
C 0.6460 0.7699 -2.0002 0.2024 -0.0667 -0.2697
H 0.4445 1.1762 0.0251 0.3429 -0.2600 0.1981
H 1.4332 1.5218 -2.1553 -0.1420 -0.1264 0.0118
H -2.6835 1.4358 3.0495 -1.0452 0.0904 0.1327
H 0.8606 -0.0684 -2.6739 -0.0317 0.1002 -0.0196
H -0.9509 -0.6254 0.6232 -0.2193 0.3455 -0.0407
H -1.1514 1.4114 -1.3861 -0.3936 0.4242 -0.2282
H 1.7057 -0.0499 -0.2821 -0.0538 -0.1937 0.0053
H -1.6726 1.2402 2.1101 0.5046 -0.1562 -0.9836
H -0.6573 2.2097 -2.7484 -0.0374 0.1252 0.0618
H -1.1020 -1.0776 -1.0644 0.1085 0.4462 -0.5290
H 0.5839 -2.4083 2.3726 0.2551 1.1653 0.8375
H 2.2021 -2.4629 1.7042 0.0277 -0.0964 0.2076
H 1.5695 -0.8729 1.6855 -0.6712 0.2243 0.5892
```
Forces are in eV/Å.

The largest force on an atom comes out at 0.061 Eh/bohr. Its LUMO energy is 0.54 eV. As for the HOMO-LUMO gap: 8.9089 eV. The value obtained for the HOMO energy is -8.4 eV. For the calculated total energy, the calculation gives -688.3391 a.u.

# C4H13NOS

A cluster of 2 separate species, C4H13NOS in total at a distorted geometry (wB97M-V/def2-TZVPD, the Open Molecules 2025 dataset).

```
20
Properties=species:S:1:pos:R:3:forces:R:3
S 1.5667 -1.3449 -1.9456 -0.0340 -0.3248 -0.2035
O 0.5279 -2.2832 2.7285 -0.2284 0.0003 0.5122
N -1.0170 1.4745 -0.1102 -0.4427 0.0247 -1.1871
C -0.6267 0.0709 0.0518 0.1754 0.5452 0.7052
C 0.8618 -0.0520 0.3945 -0.4956 0.5376 -0.3639
C 1.7577 0.0772 -0.8341 -0.1950 -0.1219 0.2908
C -2.3039 1.5993 -0.8374 0.8866 0.3386 0.2931
H 1.4460 0.9560 -1.3865 0.1072 0.2501 -0.1651
H -0.9245 -0.5808 -0.7837 0.0773 0.0918 -0.0137
H -2.2656 1.1638 -1.8435 -0.1445 -0.3655 0.1254
H 1.0832 0.8011 1.0442 0.0513 -0.1291 0.1720
H 2.8008 0.2114 -0.5658 0.0697 -0.1223 0.0135
H 2.8557 -1.6232 -2.1743 0.0101 0.1101 0.0741
H -0.3490 1.9473 -0.7088 0.2687 -0.0174 0.1358
H 0.0753 -3.1328 2.7078 0.0461 -0.0228 -0.0962
H -3.0834 1.1460 -0.2277 -0.1913 0.0821 -0.2030
H -1.1661 -0.2242 0.9443 -0.2690 -0.6050 0.0616
H -2.4784 2.6641 -0.9968 -0.3378 -0.0237 0.2601
H 0.2648 -1.9055 3.5819 0.1489 -0.0554 -0.3204
H 0.9746 -0.9652 0.9613 0.4968 -0.1926 -0.0908
```
Forces are in eV/Å.

The largest force on an atom comes out at 0.025 Eh/bohr. Its LUMO energy is 0.73 eV. As for the HOMO-LUMO gap: 9.5571 eV. The value obtained for the HOMO energy is -8.8 eV. For the calculated total energy, the calculation gives -688.3562 a.u.

# C4H13NOS2

A cluster of 4 separate species, C4H13NOS2 in total at a distorted geometry (wB97M-V/def2-TZVPD, the Open Molecules 2025 dataset).

```
21
Properties=species:S:1:pos:R:3:forces:R:3
S 4.5594 0.0284 -0.4503 -0.9873 -0.0095 0.1813
S -3.0354 -1.4543 -0.0092 3.7305 -1.9326 -0.5289
O -2.1621 -1.8043 -2.9823 1.9265 -0.0808 -4.2050
N 0.4684 0.1231 0.2621 0.1222 0.5214 0.5162
C -0.9595 0.5128 0.6759 0.2124 0.4916 0.0850
C 2.0340 2.0915 0.2985 0.9139 0.7772 0.9125
C -1.8319 -0.7000 1.1453 0.3027 0.6040 1.1148
C 1.8295 0.6135 0.6212 -1.1398 0.9092 -0.0700
H 2.6631 0.1299 -0.0006 0.1380 -0.6985 -1.0081
H 2.0247 2.2468 -0.8077 -0.1400 0.0601 1.0454
H 3.0243 2.4277 0.7364 -0.8510 -0.5497 -0.8531
H 2.2807 0.2952 1.5631 -0.7276 0.1917 0.5154
H -2.4263 -0.3715 2.0272 0.3435 -0.3140 -0.5289
H -1.3965 -2.5983 -0.6079 -3.2573 1.8389 0.6766
H 0.4759 -0.8238 -0.0380 0.0360 -0.6661 -0.1037
H -2.6111 -1.8688 -2.1814 -1.7861 -0.6630 1.4118
H 1.3351 2.7553 0.8418 -0.1947 -0.4720 -0.5912
H -1.0741 1.3577 1.4443 0.8882 -1.3083 -0.9821
H -1.1795 -1.5121 1.4475 -0.1179 0.0571 0.4148
H -2.4773 -2.2928 -3.7994 -0.0058 0.7671 2.3136
H -1.5417 0.8440 -0.1867 0.5938 0.4760 -0.3165
```
Forces are in eV/Å.

The largest force on an atom comes out at 0.090 Eh/bohr. Its LUMO energy is -2.90 eV. As for the HOMO-LUMO gap: 6.1705 eV. The value obtained for the HOMO energy is -9.1 eV. For the calculated total energy, the calculation gives -1086.2674 a.u.

# C4H13NOS2

A cluster of 2 separate species, C4H13NOS2 in total at a distorted geometry (wB97M-V/def2-TZVPD, the Open Molecules 2025 dataset).

```
21
Properties=species:S:1:pos:R:3:forces:R:3
S -2.0888 -2.3175 1.5036 -0.9740 -0.5057 -0.3419
S -0.4235 -1.4834 0.9094 2.3800 0.2885 0.4989
O 3.1587 -0.2644 -4.8923 -0.1301 -1.3200 -0.6975
N 1.6837 0.7158 -0.8438 0.6743 -4.2365 0.4183
C -2.6909 -1.1969 2.7532 0.2293 -0.4033 0.7605
C 0.2814 1.0050 -0.3887 -0.5147 0.5713 3.1694
C -0.7585 -0.2287 -0.3602 -0.0336 -1.1590 -2.0892
C 0.3370 1.6115 1.1932 0.0767 1.1276 -0.1300
H -3.0347 -0.2539 2.2635 0.4653 -0.5867 1.0775
H 2.0374 -0.3882 -0.7228 -1.8738 3.5770 -0.4508
H 3.6693 -0.7158 -5.6129 -0.7936 0.5662 1.0310
H -2.0062 -1.2229 3.6459 -0.2668 0.9975 -1.1793
H 0.1494 0.9321 2.0572 0.4799 -0.2931 -1.1715
H 2.4029 1.1406 -0.2550 -0.7180 0.3949 -0.0485
H -1.8931 -0.1103 -0.3179 1.6392 0.8853 -0.0819
H -3.4963 -1.7910 3.1546 -1.0331 0.2258 -0.0095
H 1.3336 2.1176 1.3912 -0.9685 -0.7493 -0.4560
H -0.0987 1.8367 -1.0489 0.1871 -1.0560 0.6991
H -0.6031 -0.9162 -1.2592 -0.1738 1.5571 0.5194
H 2.4356 -0.8947 -4.6558 0.9362 0.7620 -0.3350
H -0.3954 2.4246 1.4857 0.4119 -0.6437 -1.1828
```
Forces are in eV/Å.

The largest force on an atom comes out at 0.084 Eh/bohr. Its LUMO energy is 0.73 eV. As for the HOMO-LUMO gap: 9.3028 eV. The value obtained for the HOMO energy is -8.6 eV. For the calculated total energy, the calculation gives -1086.4916 a.u.

# C4H13NOS2

A cluster of 2 separate species, C4H13NOS2 in total at a distorted geometry (wB97M-V/def2-TZVPD, the Open Molecules 2025 dataset).

```
21
Properties=species:S:1:pos:R:3:forces:R:3
S -2.6006 -0.4097 -1.8047 0.2075 0.1463 -1.1202
S -1.9357 -0.9451 -0.0445 0.1136 0.2677 0.9442
O 4.0861 1.4315 -0.1824 0.0822 -0.5687 0.5075
N 1.6311 0.4398 1.4717 -0.0595 -0.0895 -0.1606
C 0.6624 0.9072 0.4760 0.9448 0.2059 1.0643
C -0.1713 -1.3749 -0.3847 -0.4500 0.5852 -0.2499
C 1.6195 1.2478 2.6878 -0.0853 -0.5116 -0.5147
C 0.5909 -0.0852 -0.6608 0.0546 0.2497 -0.4686
H 0.2177 0.3379 -1.5869 -0.4221 0.3535 -0.0299
H 1.5609 -0.5482 1.6691 -0.1783 -0.0391 0.1443
H -0.2663 1.1966 0.9958 -0.5049 -0.4892 -0.3941
H 3.8535 0.5647 0.1950 -0.1753 0.4120 -0.2587
H 1.6147 -0.3193 -0.9588 0.1315 -0.3619 0.3142
H 2.3938 0.9026 3.3600 0.2011 0.1095 0.1109
H -0.1811 -2.0124 -1.2667 0.2212 -0.3985 0.2724
H 0.6651 1.2070 3.2072 -0.3034 0.0177 0.1978
H 0.1240 -1.8549 0.5487 -0.0255 -0.3459 -0.2385
H 4.6785 1.7645 0.5038 0.0403 0.2740 -0.2554
H 1.0589 1.8622 0.1407 0.0426 0.0670 -0.4634
H -3.4135 0.6285 -1.4982 -0.0878 -0.2997 0.4458
H 1.7898 2.2676 2.3800 0.2525 0.4156 0.1531
```
Forces are in eV/Å.

The largest force on an atom comes out at 0.028 Eh/bohr. Its LUMO energy (spin up / spin down) is -4.16 / -8.04 eV. As for the HOMO-LUMO gap (spin up / spin down): 8.1400 / 4.1199 eV. The value obtained for the HOMO energy (spin up / spin down) is -12.3 / -12.2 eV. For the calculated total energy, the calculation gives -1086.2439 a.u. Its total charge is +1. As for the spin multiplicity: 2. Its expectation value of S² is 0.754.

# C4H13NOS2

A cluster of 2 separate species, C4H13NOS2 in total at a distorted geometry (wB97M-V/def2-TZVPD, the Open Molecules 2025 dataset).

```
21
Properties=species:S:1:pos:R:3:forces:R:3
S -0.6807 2.4748 -0.7120 1.0745 -0.3273 -0.1365
S -0.4991 0.4685 -0.7474 -0.7773 0.4366 1.2490
O -1.1370 -3.3658 1.9761 0.1699 0.2736 -0.4436
N 0.3004 -2.2587 -0.4596 0.5456 -0.0694 -0.0518
C 1.5038 -1.3796 -0.3513 -1.6350 -0.1826 0.0407
C -1.2369 3.0024 0.9350 -0.3328 0.0086 -0.5277
C 1.9472 -1.3971 1.1165 1.1499 -0.8897 -0.3350
C 1.2678 0.0759 -0.8448 -0.4400 -0.1444 -0.5862
H 1.2448 -1.9784 1.6986 -0.4294 0.4069 0.2265
H -1.5832 4.0056 0.7046 -0.4034 0.1015 0.1012
H -1.0884 -2.4206 2.1562 -0.1564 -0.0661 0.3165
H 0.6309 -3.1273 -0.8610 -0.5644 -0.0617 -0.1543
H -0.3787 3.1233 1.5892 0.1827 -0.4293 -0.0118
H 2.1802 -1.8295 -1.0726 0.7281 0.3605 0.3753
H 1.5134 0.1662 -1.9047 0.4676 0.2533 0.1883
H 1.7329 0.7899 -0.1720 0.3355 0.1453 -0.4486
H 2.8524 -2.0082 1.2050 0.1193 0.2899 -0.0641
H 2.1836 -0.4236 1.5338 -0.1688 0.0727 0.1265
H -2.0207 2.3694 1.3347 -0.0469 0.0323 0.1136
H -0.5416 -1.9406 -0.9203 0.2368 -0.0292 -0.2956
H -0.7875 -3.3800 1.0699 -0.0554 -0.1815 0.3177
```
Forces are in eV/Å.

The largest force on an atom comes out at 0.032 Eh/bohr. Its LUMO energy (spin up / spin down) is -4.16 / -8.39 eV. As for the HOMO-LUMO gap (spin up / spin down): 9.4234 / 5.0801 eV. The value obtained for the HOMO energy (spin up / spin down) is -13.6 / -13.5 eV. For the calculated total energy, the calculation gives -1086.2320 a.u. Its total charge is +1. As for the spin multiplicity: 2. Its expectation value of S² is 0.755.